[1]
C20H36CdCl2N2O6P | ωB97M-V with the def2-TZVPD basis set

Computed properties:
ΔE to the lowest compared entry with this formula, charge and spin: 0.209 eV
HOMO energy: -0.1445 Ha
LUMO: 0.098 Ha
Strongest force on any atom: 2.0 eV Å⁻¹
Net charge: -1

Atoms and positions in Å:
O 2.62876 0.88992 -2.32707
C 3.15024 -0.17763 -1.75109
C 3.10505 -1.40126 -2.67844
C 1.95347 -2.16544 -2.81016
H 1.07232 -1.90965 -2.20766
C 1.94756 -3.27942 -3.65501
H 1.03797 -3.88132 -3.73403
C 3.09433 -3.61794 -4.37881
H 3.09411 -4.49417 -5.02960
C 4.24778 -2.82682 -4.25403
H 5.15522 -3.07679 -4.80849
C 4.24304 -1.71156 -3.41469
H 5.12266 -1.07006 -3.30065
H 4.23909 0.03454 -1.66450
C 3.47969 0.47199 0.71659
C 2.85100 -0.52523 -0.19160
H 4.53294 0.21655 0.92353
H 2.96784 0.53378 1.69087
H 3.47089 1.46295 0.23995
C 2.53168 -1.78403 0.20307
C 3.00430 -2.43813 1.46526
H 2.01690 -2.45742 -0.47989
H 3.90668 -3.05059 1.29253
H 2.22534 -3.11143 1.84939
H 3.23219 -1.70241 2.25213
Cd 0.40893 -0.63204 1.45571
Cl -0.65304 -1.55382 -0.50260
Cl 0.61634 -1.05855 3.80330
H -0.84316 -0.07860 -5.36704
H -3.11580 0.35554 -3.73774
C -0.42024 -0.38316 -4.39649
C -2.42245 -0.02382 -2.96853
N -1.05529 0.32645 -3.30207
H 0.65154 -0.16118 -4.38795
C -0.45750 1.38389 -2.71360
O -0.93266 2.03269 -1.77046
H -2.67685 0.40080 -1.99212
H 0.52997 1.62482 -3.14477
H -0.56952 -1.46548 -4.28142
H -2.51441 -1.11701 -2.93662
H 0.53534 5.05567 1.88415
H 0.79108 5.42381 -0.67548
C 1.29456 4.27208 1.75344
C 1.44268 4.54026 -0.70951
N 1.15745 3.67502 0.43008
H 1.17828 3.49943 2.51741
C 0.93882 2.36941 0.29208
O 0.59398 1.63094 1.25934
H 1.26831 3.98353 -1.63193
H 1.08803 1.96181 -0.71393
H 2.28567 4.74421 1.83849
H 2.48625 4.88831 -0.67397
C -2.66640 2.35890 1.21088
O -3.07859 1.05017 0.79872
P -3.63405 -0.11491 1.80401
O -3.86361 0.64723 3.23116
C -2.96751 0.59054 4.35982
O -2.24841 -0.98061 2.13846
C -2.33116 -2.38276 2.48541
H -2.23279 2.81289 0.31461
H -1.89541 2.30287 1.99521
H -3.52611 2.95064 1.55847
H -1.94305 0.89185 4.10072
H -3.39146 1.30392 5.07200
H -2.94758 -0.40953 4.81777
H -3.26456 -2.62546 3.01443
H -2.24712 -2.97015 1.56167
H -1.47170 -2.58241 3.13581

Atomic forces in eV per Å
-1.51 0.98 0.04
0.25 -0.10 0.23
-0.09 0.30 0.70
-0.18 -0.42 -0.27
0.35 -0.09 -0.44
-0.01 0.22 0.05
0.30 0.10 -0.02
0.22 0.20 0.09
0.03 0.22 0.16
-0.20 -0.04 -0.08
-0.28 0.00 0.08
-0.09 -0.35 -0.11
-0.22 -0.29 -0.09
0.56 -0.48 0.65
0.36 0.38 0.65
0.53 -1.15 -1.53
-0.23 0.06 -0.11
0.24 0.11 -0.24
-0.03 -0.22 0.11
0.32 0.54 -0.16
-0.35 0.05 0.80
0.43 0.21 0.02
-0.25 0.25 -0.13
0.27 0.06 0.13
0.00 -0.35 -0.16
-0.21 0.15 -0.61
-0.36 -0.19 0.01
0.18 0.09 0.07
0.02 -0.08 0.13
0.11 -0.02 0.16
0.02 0.22 -0.06
-0.01 -0.12 0.02
-0.18 0.27 0.01
-0.14 -0.12 0.02
-0.08 0.23 0.40
0.06 -0.30 -0.87
0.08 -0.15 -0.23
-0.07 -0.25 0.21
0.12 0.28 0.06
0.01 0.24 0.13
0.12 -0.18 0.10
0.03 -0.25 -0.03
-0.18 0.17 -0.18
0.14 -0.22 0.13
0.30 0.28 0.37
-0.01 0.17 -0.20
-0.45 -1.21 0.49
0.48 0.96 -0.73
0.04 0.08 0.12
0.07 0.06 0.12
-0.22 -0.17 -0.01
-0.21 -0.14 -0.05
0.34 -0.03 -0.05
-0.16 -0.38 0.88
0.18 -0.63 -0.46
0.39 -0.03 0.17
-0.08 0.30 -0.11
-0.41 0.49 0.22
0.03 0.29 -0.27
-0.03 -0.04 0.20
-0.25 0.07 -0.24
0.21 -0.22 -0.03
-0.29 -0.19 0.01
0.17 -0.13 0.01
0.01 0.26 -0.28
0.19 0.13 -0.16
-0.07 0.09 0.24
-0.28 0.02 -0.13

=====

[2]
C20H36Cl2MnN2O4P | ωB97M-V with the def2-TZVPD basis set

Computed properties:
HOMO energy (spin up / spin down): -0.1455 / -0.2194 Ha
LUMO (spin up / spin down): 0.006 / 0.006 Ha
Strongest force on any atom: 3.1 eV Å⁻¹
Spin multiplicity: 5
Expectation value of S²: 6.12

Atoms and positions in Å:
O -0.10704 0.63897 -1.11869
C -0.91975 0.75955 -2.07340
C -0.52369 1.43845 -3.28774
C 0.68377 2.17805 -3.35714
H 1.27433 2.29917 -2.44552
C 1.07962 2.74377 -4.56860
H 2.03755 3.26665 -4.62984
C 0.23421 2.66363 -5.69006
H 0.51373 3.17380 -6.61591
C -0.96288 1.92951 -5.62570
H -1.61695 1.85835 -6.50016
C -1.32847 1.30156 -4.43946
H -2.23970 0.70369 -4.34243
H -1.89614 0.26842 -2.05726
C -3.61553 2.57017 -1.01499
C -3.97316 1.12121 -0.76338
H -4.25610 3.22888 -0.40689
H -3.73777 2.83088 -2.07390
H -2.57524 2.75814 -0.70603
C -4.15516 0.62081 0.47652
C -3.89136 1.37387 1.73510
H -4.55195 -0.38216 0.60331
H -4.37631 2.36118 1.76784
H -2.82199 1.53022 1.94170
H -4.30218 0.78982 2.56697
Mn 0.79010 0.09563 0.41925
Cl 1.85334 2.02551 0.65906
Cl -4.43828 0.18965 -2.12339
H 4.32577 0.47070 -2.68956
H 5.70982 1.61244 -1.32148
C 3.60162 0.17190 -1.92438
C 5.12918 1.42624 -0.41381
N 4.27536 0.26468 -0.63112
H 3.27014 -0.85970 -2.09095
C 3.81952 -0.40261 0.43879
O 2.73729 -1.04726 0.47543
H 5.79869 1.20796 0.42542
H 4.46232 -0.31335 1.33863
H 2.73513 0.84941 -1.97891
H 4.51587 2.30777 -0.17320
H -1.28059 -4.06527 2.27741
H -0.46034 -5.84984 0.53863
C -1.68779 -3.52002 1.41265
C -0.88068 -5.19215 -0.23429
N -0.88673 -3.80804 0.22670
H -1.68994 -2.44712 1.61648
C -0.11092 -2.87117 -0.31865
O 0.03000 -1.74580 0.23620
H -0.27588 -5.25839 -1.14157
H 0.37735 -3.13693 -1.27649
H -2.71214 -3.87636 1.24504
H -1.90333 -5.52833 -0.44331
C 0.50400 1.29406 4.60882
P 0.50313 -0.23958 3.68977
C 2.15548 -0.94621 3.69638
C -0.60944 -1.42448 4.45806
O -0.04345 0.00948 2.28436
H 0.79233 1.12015 5.65192
H -0.51039 1.71167 4.57076
H 1.20697 1.99785 4.14489
H 2.24827 -1.49708 4.64152
H 2.31652 -1.61806 2.84026
H 2.90950 -0.14713 3.66752
H -1.58226 -0.93317 4.59414
H -0.73610 -2.29358 3.79695
H -0.23127 -1.76006 5.43175

Atomic forces in eV per Å
0.52 0.49 0.80
-0.27 0.39 -2.43
-0.44 -0.79 0.93
0.27 0.10 -0.40
-0.18 -0.05 -0.31
-0.52 -0.12 0.27
-0.35 -0.02 -0.03
0.33 0.06 -0.20
-0.07 -0.25 0.27
-0.19 -0.09 0.43
0.28 0.02 0.24
0.02 0.44 -0.49
0.23 0.23 -0.24
0.12 0.05 0.10
0.28 -0.13 0.01
-0.65 0.60 1.93
0.10 -0.23 -0.20
0.16 -0.08 0.35
-0.25 -0.04 -0.25
0.22 0.15 -1.26
0.02 0.18 0.62
0.15 0.00 -0.25
0.12 -0.20 -0.14
-0.18 -0.07 -0.18
0.12 0.21 -0.01
-0.08 -0.93 0.18
0.60 1.04 0.38
-0.24 -0.45 -0.60
-0.17 -0.17 0.08
0.01 -0.03 0.23
-0.26 0.14 0.11
0.09 -0.11 0.09
-0.16 -0.35 0.44
0.07 0.31 0.04
-1.25 0.09 -0.36
1.71 0.33 -0.06
-0.03 0.18 -0.18
-0.23 0.00 -0.33
0.21 -0.27 0.08
0.15 -0.26 -0.11
-0.06 0.14 -0.14
0.00 0.15 -0.17
0.06 -0.20 0.01
-0.08 0.25 -0.01
-0.27 -0.43 0.07
0.06 -0.19 -0.15
0.37 2.40 1.07
-0.50 -2.76 -1.28
-0.12 -0.10 0.12
-0.07 0.10 0.46
0.19 0.12 0.01
0.20 0.09 -0.05
0.07 -0.01 0.50
-0.80 0.22 -2.37
0.21 -0.02 0.42
-0.01 -0.08 0.57
0.49 -0.21 1.53
-0.05 0.13 -0.10
0.27 -0.09 -0.01
-0.20 -0.22 -0.02
0.25 0.04 -0.19
-0.24 0.25 0.22
-0.24 -0.20 -0.04
0.21 -0.17 -0.05
0.15 0.37 0.17
-0.17 0.04 -0.13

=====

[3]
C20H36ClN6O2 | ωB97M-V with the def2-TZVPD basis set

Computed properties:
ΔE to the lowest compared entry with this formula, charge and spin: 6.380 eV
HOMO energy: -0.2197 Ha
LUMO: -0.128 Ha
Strongest force on any atom: 3.1 eV Å⁻¹
Net charge: +1

Atoms and positions in Å:
C 9.98746 25.08405 22.65683
C 11.50594 24.88793 22.35041
N 11.77480 23.45989 22.24286
C 12.49423 22.87226 21.23956
C 12.46321 21.50367 21.36098
N 11.67767 21.22891 22.47864
C 11.37385 22.42780 23.07308
C 11.28190 19.92117 23.04037
H 9.80962 24.76930 23.68514
H 9.33752 24.59256 21.93288
H 9.56128 26.07488 22.81412
H 12.15970 25.26766 23.13558
H 11.85667 25.46041 21.49171
H 13.00164 23.48721 20.51102
H 12.96049 20.67507 20.87876
H 10.74079 22.48495 23.94622
H 11.91222 19.77513 23.91757
H 11.40252 19.13144 22.29884
H 10.22435 19.94225 23.30353
C 7.59009 33.81927 23.15641
C 7.83803 33.73779 24.67497
N 9.06966 32.92516 24.91430
C 9.10870 31.56780 24.55418
C 10.38430 31.08288 24.95937
N 11.01285 32.11593 25.63534
C 10.20965 33.19485 25.62018
C 12.30452 32.08501 26.38682
H 6.77930 34.47704 22.84328
H 7.08627 32.92029 22.80130
H 8.44707 33.91949 22.49034
H 6.99726 33.49903 25.32627
H 8.18584 34.71582 25.00752
H 8.22984 31.12867 24.10567
H 10.83363 30.10079 24.96079
H 10.44798 34.15808 26.04654
H 12.97410 31.34636 25.94618
H 12.09193 31.75072 27.40228
H 12.77554 33.06287 26.28662
C 0.28424 21.33300 26.08442
C 0.53330 22.75804 25.53244
N 0.38651 23.03248 24.07995
C -0.76835 23.02632 23.40890
C -0.57728 23.46997 22.08959
N 0.73781 23.88797 22.05302
C 1.28176 23.56483 23.25298
C 1.42566 24.50581 20.91244
H 0.86671 20.58656 25.54435
H -0.73789 21.00055 25.90325
H 0.34324 21.27234 27.17113
H 1.47507 23.20144 25.85578
H -0.32149 23.22698 26.01981
H -1.63195 22.58614 23.88517
H -1.33751 23.73961 21.37144
H 2.27116 23.90035 23.52667
H 2.43075 24.08477 20.88774
H 1.55535 25.58351 21.01165
H 0.95917 24.28669 19.95199
C -0.63735 28.83799 22.94386
C -1.83114 29.10128 21.91443
O -1.86305 28.41444 20.82271
O -2.66978 30.00649 22.24025
H -0.68086 27.77433 23.17801
H -0.71859 29.48667 23.81605
H 0.29920 29.00920 22.41313
Cl 4.94592 28.49750 21.94852

Atomic forces in eV per Å
0.35 0.18 0.80
-1.01 1.25 1.00
0.21 -2.95 0.79
0.42 -0.52 -0.70
-0.66 0.25 0.99
0.37 2.49 0.48
-0.46 -0.18 -2.09
0.24 0.37 0.05
-0.11 -0.97 -0.09
0.18 -0.19 0.15
0.80 0.59 -0.88
-0.33 0.03 0.37
-0.22 -0.74 -0.49
-0.10 -0.17 -0.01
-0.11 0.38 -0.39
0.09 0.28 -0.12
-0.21 -0.44 -0.08
0.29 0.22 0.06
0.15 0.15 0.09
-1.48 -1.29 -0.30
1.75 1.96 -0.80
0.73 -2.49 1.13
2.63 0.52 0.98
-2.28 0.92 0.02
-0.64 0.70 -0.17
-1.07 -0.20 -1.14
-0.56 -0.48 -0.64
0.41 0.84 0.56
0.31 -0.67 0.21
0.22 0.40 0.57
0.16 -0.68 -0.32
-0.31 0.28 0.06
0.30 -0.28 -0.20
-0.23 0.12 -0.26
0.00 -0.11 -0.03
-0.20 0.07 -0.21
0.13 0.46 0.03
-0.13 -0.12 0.39
-0.03 -0.57 -1.63
-0.97 -0.24 0.98
0.90 0.26 -0.05
-2.01 -0.82 -2.16
-0.17 0.40 2.68
-0.67 -1.05 1.08
1.24 1.27 -0.89
1.11 0.09 -0.11
0.45 -0.10 0.53
-0.25 0.37 -0.26
0.67 0.27 -0.15
-0.16 -0.11 -0.03
0.42 1.12 -0.23
-0.16 0.25 -0.28
0.31 -0.21 -0.21
0.03 -0.30 0.02
-0.03 -0.02 -0.07
-0.43 0.01 0.28
-0.36 -0.12 0.43
-0.92 0.03 -1.36
-1.21 0.69 -1.00
0.63 0.61 2.17
1.45 -1.42 -0.14
0.07 -0.09 0.36
-0.04 -0.20 -0.03
0.09 0.07 0.07
0.38 -0.16 0.19

=====

Question: Which of these has the lowest strongest force on any atom?
Answer: C20H36CdCl2N2O6P

=====

Question: Look up the strongest force on any atom of the second one.
Answer: 3.1 eV Å⁻¹